Version A
DFT (ωB97M-V/def2-TZVPD) results for C5H8 in the gas phase.

**Spin multiplicity**: 1
**Structure (SMILES)**: CC#CCC
**HOMO level**: -9.367 eV
**Net charge**: 0

Geometry as XYZ:
```
13
C5H8 ωB97M-V/def2-TZVPD
C 0.581 -0.615 -2.060
C 1.207 -0.233 -0.713
C 0.194 0.182 0.267
C -0.666 0.505 1.048
C -1.694 0.912 2.009
H -0.134 -1.434 -1.931
H 1.351 -0.933 -2.771
H 0.044 0.237 -2.488
H 1.932 0.579 -0.850
H 1.769 -1.084 -0.307
H -2.403 0.101 2.201
H -1.241 1.193 2.965
H -2.260 1.773 1.639
```

=====

Version B
DFT (ωB97M-V/def2-TZVPD) results for C5H8 in the gas phase.

**Spin multiplicity**: 1
**Structure (SMILES)**: C=C=CCC
**HOMO level**: -9.219 eV
**Net charge**: 0

Geometry as XYZ:
```
13
C5H8 ωB97M-V/def2-TZVPD
C 0.008 -1.590 1.064
C -0.577 -0.195 0.906
C 0.388 0.773 0.278
C 0.195 1.195 -0.937
C 0.177 1.421 -2.218
H 0.252 -2.009 0.083
H 0.921 -1.554 1.662
H -0.715 -2.245 1.559
H -1.484 -0.233 0.294
H -0.854 0.217 1.879
H 1.237 1.156 0.842
H 0.914 0.876 -2.749
H -0.462 2.187 -2.664
```

=====

Version C
DFT (ωB97M-V/def2-TZVPD) results for C5H8 in the gas phase.

**Spin multiplicity**: 1
**HOMO level**: -8.873 eV
**Net charge**: 0

Geometry as XYZ:
```
13
C5H8 ωB97M-V/def2-TZVPD
C 1.577 -0.503 -0.135
C 0.773 0.545 0.533
C -0.621 0.853 0.002
C -1.376 -0.452 -0.305
C 0.880 -0.826 1.153
H 1.241 -0.959 -1.065
H 2.658 -0.517 -0.010
H 1.282 1.346 1.068
H -0.558 1.486 -0.894
H -1.165 1.426 0.760
H -2.459 -0.330 -0.239
H -1.132 -0.846 -1.297
H -1.099 -1.223 0.428
```

=====

Version D
DFT (ωB97M-V/def2-TZVPD) results for C5H8 in the gas phase.

**Spin multiplicity**: 1
**Structure (SMILES)**: C1=CCCC1
**HOMO level**: -8.832 eV
**Net charge**: 0

Geometry as XYZ:
```
13
C5H8 ωB97M-V/def2-TZVPD
C -0.188 -0.794 0.811
C -1.262 -0.205 -0.130
C -0.541 0.984 -0.735
C 0.766 0.969 -0.467
C 1.211 -0.263 0.236
H -0.273 -1.873 0.963
H -0.375 -0.351 1.812
H -1.539 -0.944 -0.898
H -2.207 0.079 0.360
H -1.042 1.708 -1.369
H 1.578 1.482 -0.969
H 1.913 -0.575 -0.647
H 1.958 -0.217 1.032
```

=====

version D is preferred energetically. Next in line: 0.138 eV higher.

=====

Version A
DFT (ωB97M-V/def2-TZVPD) results for a molecular structure, C2H2O3S.

**Spin multiplicity**: 1
**HOMO level (spin up / spin down)**: -9.113 / -9.095 eV
**Net charge**: 0

Geometry as XYZ:
```
8
C2H2O3S ωB97M-V/def2-TZVPD
C 0.017 -0.015 1.174
C -0.091 -0.658 0.004
O 1.694 2.418 -0.563
O 0.404 0.100 -1.023
O -0.774 -1.801 -0.249
S 0.450 1.758 -0.413
H -0.467 -0.201 2.116
H -1.233 -1.601 -1.047
```

=====

Version B
DFT (ωB97M-V/def2-TZVPD) results for C2H2O3S in the gas phase.

**Spin multiplicity**: 1
**Structure (SMILES)**: O=C(O)C(=O)S
**HOMO level**: -10.439 eV
**Net charge**: 0

Geometry as XYZ:
```
8
C2H2O3S ωB97M-V/def2-TZVPD
C 0.424 0.285 -0.014
C -0.799 -0.666 -0.018
H 2.633 0.444 0.373
H -1.847 0.916 -0.216
O 0.262 1.472 0.053
O -1.976 -0.019 -0.147
O -0.651 -1.823 0.091
S 1.955 -0.608 -0.122
```

=====

version B is preferred energetically. Next in line: 4.346 eV higher.

=====

Version A
DFT (ωB97M-V/def2-TZVPD) results for C2H2O3S in the gas phase.

**Spin multiplicity**: 1
**Structure (SMILES)**: O=CC(=O)OS
**HOMO level**: -8.926 eV
**Net charge**: 0

Geometry as XYZ:
```
8
C2H2O3S ωB97M-V/def2-TZVPD
C -1.552 0.291 0.048
C -0.433 -0.576 -0.256
O -2.088 0.438 1.077
O -0.099 -1.573 -0.790
O 0.769 0.320 0.627
S 2.218 -0.318 0.683
H -1.592 1.047 -0.942
H 2.777 0.369 -0.445
```

=====

Version B
DFT (ωB97M-V/def2-TZVPD) results for 2 unconnected molecules or ions with the total composition C2H2O3S.

**Spin multiplicity**: 1
**HOMO level**: -9.819 eV
**Net charge**: 0

Geometry as XYZ:
```
8
C2H2O3S ωB97M-V/def2-TZVPD
C 0.848 1.126 -0.048
C 1.275 -0.090 0.073
O -2.271 0.480 0.119
O 0.472 2.216 -0.141
O -1.578 -1.722 -0.657
S -1.722 -0.807 0.442
H 1.871 -0.387 0.911
H 1.105 -0.817 -0.698
```

=====

Version C
DFT (ωB97M-V/def2-TZVPD) results for 2 unconnected molecules or ions with the total composition C2H2O3S.

**Spin multiplicity**: 1
**HOMO level**: -9.940 eV
**Net charge**: 0

Geometry as XYZ:
```
8
C2H2O3S ωB97M-V/def2-TZVPD
C 0.539 0.599 0.507
C 0.052 0.935 1.654
O 0.669 -2.283 -1.916
O 0.784 0.589 -0.646
O -1.394 -0.820 -1.506
S -0.134 -1.091 -2.216
H -1.032 1.099 1.476
H 0.516 0.972 2.647
```

=====

Version D
DFT (ωB97M-V/def2-TZVPD) results for 2 unconnected molecules or ions with the total composition C2H2O3S.

**Spin multiplicity**: 1
**Structure (SMILES)**: O=C=O.O=CS
**HOMO level**: -10.293 eV
**Net charge**: 0

Geometry as XYZ:
```
8
C2H2O3S ωB97M-V/def2-TZVPD
C -1.041 -0.836 -2.002
C 1.104 0.383 0.902
O -1.903 -1.589 -1.932
O -0.227 -0.069 -2.182
O 1.916 1.120 1.364
S -0.577 0.160 1.389
H 1.536 -0.320 0.054
H -0.808 1.149 2.406
```

=====

version D is preferred energetically. Next in line: 1.424 eV higher.

=====

Version A
DFT (ωB97M-V/def2-TZVPD) results for C2H2OS3 in the gas phase.

**Spin multiplicity**: 1
**Structure (SMILES)**: O=C(S)C(=S)S
**HOMO level**: -9.256 eV
**Net charge**: 0

Geometry as XYZ:
```
8
C2H2OS3 ωB97M-V/def2-TZVPD
C 0.688 -0.755 0.144
C -0.486 0.233 0.067
H 1.901 1.033 -0.400
H -2.746 0.345 0.006
O 0.371 -1.900 0.376
S 2.355 -0.165 -0.155
S -1.907 -0.652 -0.184
S -0.177 1.861 0.146
```

=====

Version B
DFT (ωB97M-V/def2-TZVPD) results for 2 unconnected molecules or ions with the total composition C2H2OS3.

**Spin multiplicity**: 1
**HOMO level (spin up / spin down)**: -9.062 / -9.066 eV
**Net charge**: 0

Geometry as XYZ:
```
8
C2H2OS3 ωB97M-V/def2-TZVPD
C 0.565 -0.269 0.568
C 0.028 0.340 -0.323
O -2.578 -1.405 -1.289
S -3.368 1.447 -0.576
S -3.277 0.251 0.899
S -2.551 -1.551 0.137
H 0.556 -0.572 1.560
H -0.012 0.727 -1.312
```

=====

version A is preferred energetically. Next in line: 3.011 eV higher.

=====

Version A
DFT (ωB97M-V/def2-TZVPD) results for C3H6N2O2 in the gas phase.

**Spin multiplicity**: 1
**Structure (SMILES)**: [H]/N=C1/OCON1C
**HOMO level**: -9.563 eV
**Net charge**: 0

Geometry as XYZ:
```
13
C3H6N2O2 ωB97M-V/def2-TZVPD
C 0.269 1.563 0.591
C -0.391 -1.875 0.402
C -0.078 -0.189 -0.934
H 0.557 1.557 1.748
H 1.191 1.968 -0.032
H -0.677 1.963 0.543
H -1.101 -2.815 0.595
H 0.750 -2.086 0.546
H 0.190 1.547 -1.928
N 0.214 0.152 0.386
N 0.178 0.424 -2.055
O -0.755 -0.698 1.143
O -0.348 -1.511 -1.006
```

=====

Version B
DFT (ωB97M-V/def2-TZVPD) results for C3H6N2O2 in the gas phase.

**Spin multiplicity**: 1
**HOMO level**: -9.402 eV
**Net charge**: 0

Geometry as XYZ:
```
13
C3H6N2O2 ωB97M-V/def2-TZVPD
N -1.677 -0.179 -0.739
C -0.443 0.081 -0.136
O -0.273 1.291 0.562
C 0.069 -0.988 0.849
O 1.248 -0.297 1.288
C 1.213 0.777 0.432
N 0.931 0.273 -0.881
H -2.048 0.592 -1.278
H -1.677 -1.045 -1.270
H 0.326 -1.905 0.315
H -0.568 -1.179 1.716
H 2.022 1.482 0.626
H 0.877 1.098 -1.485
```

=====

Version C
DFT (ωB97M-V/def2-TZVPD) results for a molecular structure, C3H6N2O2.

**Spin multiplicity**: 1
**HOMO level**: -9.447 eV
**Net charge**: 0

Geometry as XYZ:
```
13
C3H6N2O2 ωB97M-V/def2-TZVPD
C 0.106 1.735 0.588
C -0.004 -0.152 0.991
C -0.349 0.482 -1.591
N 0.081 1.000 1.810
N -0.312 0.667 -0.136
O 0.343 2.859 0.294
O -0.784 -1.149 1.380
H 1.377 -0.868 0.442
H 0.333 -0.439 -1.871
H -1.412 0.517 -2.052
H 0.206 1.483 -1.949
H 0.716 1.151 2.536
H -1.167 -0.944 2.206
```

=====

Version D
DFT (ωB97M-V/def2-TZVPD) results for 2 unconnected molecules or ions with the total composition C3H6N2O2.

**Spin multiplicity**: 1
**Structure (SMILES)**: O=c1cc[nH][nH]1.O
**HOMO level**: -8.366 eV
**Net charge**: 0

Geometry as XYZ:
```
13
C3H6N2O2 ωB97M-V/def2-TZVPD
C -0.875 -0.216 0.326
C -0.597 -1.459 -0.085
C 0.350 0.370 0.666
N 0.714 -1.742 -0.066
N 1.327 -0.571 0.191
O 0.769 1.349 1.331
O -0.458 2.185 -0.948
H -1.814 0.125 0.485
H -1.311 -2.340 -0.064
H 1.105 -2.421 -0.837
H 2.174 -0.677 0.674
H -0.712 2.847 -1.601
H -0.671 2.551 -0.071
```

=====

version D is preferred energetically. Next in line: 0.191 eV higher.

=====

Version A
DFT (ωB97M-V/def2-TZVPD) results for C3H4N2O2 in the gas phase.

**Spin multiplicity**: 1
**Structure (SMILES)**: O/N=C1\CC=NO1
**HOMO level**: -9.253 eV
**Net charge**: 0

Geometry as XYZ:
```
11
C3H4N2O2 ωB97M-V/def2-TZVPD
C 0.389 0.091 -0.723
C -0.353 -0.022 0.671
C -0.420 1.412 0.934
H 0.789 -2.780 -1.192
H 0.226 -0.637 1.354
H -1.230 -0.586 0.621
H -1.221 1.801 1.750
N 0.653 -0.856 -1.585
N 0.129 2.139 -0.047
O 0.270 -1.999 -0.860
O 0.767 1.436 -0.923
```

=====

Version B
DFT (ωB97M-V/def2-TZVPD) results for 2 unconnected molecules or ions with the total composition C3H4N2O2.

**Spin multiplicity**: 1
**Structure (SMILES)**: CN1C=N1.O=C=O
**HOMO level**: -9.798 eV
**Net charge**: 0

Geometry as XYZ:
```
11
C3H4N2O2 ωB97M-V/def2-TZVPD
C 0.707 0.343 -1.231
N 0.131 0.172 0.105
N 1.150 -0.566 1.085
C 0.914 0.650 1.163
O -2.075 -0.798 1.757
C -2.151 -1.086 0.629
O -2.301 -1.413 -0.480
H 1.766 0.628 -1.219
H 0.592 -0.597 -1.777
H 0.125 1.115 -1.746
H 1.143 1.554 1.714
```

=====

Version C
DFT (ωB97M-V/def2-TZVPD) results for C3H4N2O2 in the gas phase.

**Spin multiplicity**: 1
**Structure (SMILES)**: Oc1c[nH]c(O)n1
**HOMO level**: -8.049 eV
**Net charge**: 0

Geometry as XYZ:
```
11
C3H4N2O2 ωB97M-V/def2-TZVPD
O -2.267 0.517 -0.448
C -0.983 0.187 -0.329
N 0.050 1.016 -0.293
C 1.131 0.193 -0.333
O 2.355 0.737 -0.274
C 0.792 -1.173 -0.385
N -0.633 -1.080 -0.282
H -2.317 1.480 -0.447
H 2.225 1.698 -0.213
H 0.742 -1.687 -1.338
H -1.211 -1.895 -0.167
```

=====

version C is preferred energetically. Next in line: 1.234 eV higher.